[1]
{"formula": "C23H30F5KN3O4PS", "method": "ωB97M-V/def2-TZVPD", "species": ["K", "O", "C", "O", "C", "C", "N", "N", "C", "C", "O", "O", "H", "H", "H", "F", "C", "C", "F", "C", "F", "C", "S", "C", "F", "C", "F", "C", "C", "C", "C", "P", "N", "C", "C", "C", "C", "C", "C", "C", "C", "H", "H", "H", "H", "H", "H", "H", "H", "H", "H", "H", "H", "H", "H", "H", "H", "H", "H", "H", "H", "H", "H", "H", "H", "H", "H", "H"], "positions_angstrom": [[-1.3247, 0.9313, 0.5935], [-7.4330, 2.1496, 0.2119], [-7.2763, 0.9180, -0.2041], [-8.1965, 0.2528, -0.6494], [-5.9276, 0.3131, -0.0332], [-5.6677, -1.0024, -0.3397], [-4.3872, -1.2309, -0.0060], [-3.7806, -0.1487, 0.4887], [-4.6907, 0.8106, 0.4664], [-4.3085, 2.2121, 0.9148], [-5.2555, 3.0451, 0.9686], [-3.1187, 2.4147, 1.1906], [-6.5453, 2.5144, 0.6312], [-6.3122, -1.7539, -0.7598], [-3.8457, -2.0699, -0.1190], [-1.0480, 6.7775, -2.9311], [-1.3733, 5.4654, -2.9173], [-0.5780, 4.5457, -2.2588], [0.5349, 4.9654, -1.6232], [-0.9238, 3.2114, -2.2678], [-0.1001, 2.3505, -1.6345], [-2.0644, 2.6933, -2.9007], [-2.4575, 1.0169, -2.8567], [-2.8325, 3.6674, -3.5595], [-3.9439, 3.3124, -4.2251], [-2.5032, 5.0091, -3.5725], [-3.2805, 5.8961, -4.2291], [3.5625, -1.5001, -1.3549], [2.0848, -1.6024, -0.9651], [1.5787, -2.9983, -1.3550], [1.2770, -0.6245, -1.8262], [1.5938, -1.2873, 0.8705], [0.1056, -1.0405, 1.0830], [2.2489, -2.8310, 1.8457], [1.1592, -3.9048, 1.7104], [3.6084, -3.4325, 1.4833], [2.2699, -2.4674, 3.3353], [2.6903, 0.1997, 1.4568], [2.0826, 0.6985, 2.7777], [4.1938, -0.0162, 1.6539], [2.5087, 1.3496, 0.4552], [3.6728, -1.7839, -2.4093], [4.2047, -2.1587, -0.7703], [3.9422, -0.4835, -1.2594], [1.6164, -3.0951, -2.4455], [0.5439, -3.1288, -1.0361], [2.1826, -3.8022, -0.9360], [1.3129, -0.9488, -2.8719], [1.6561, 0.3934, -1.7912], [0.2321, -0.6110, -1.5184], [1.1954, -4.4245, 0.7555], [0.1805, -3.4306, 1.8078], [1.2866, -4.6546, 2.5007], [3.6227, -3.8500, 0.4774], [3.8363, -4.2536, 2.1764], [4.4197, -2.7087, 1.5588], [1.3374, -1.9784, 3.6200], [3.1032, -1.8188, 3.5985], [2.3742, -3.3860, 3.9252], [2.4083, 0.1161, 3.6367], [0.9939, 0.6403, 2.7257], [2.3845, 1.7373, 2.9507], [4.4083, -0.7157, 2.4611], [4.6633, 0.9390, 1.9229], [4.6879, -0.3787, 0.7530], [1.4656, 1.4987, 0.1732], [3.0753, 1.1985, -0.4629], [2.8696, 2.2789, 0.9088]], "mulliken_charge": [0.767, -0.593, 0.512, -0.689, 0.607, -0.739, 0.024, -0.445, -0.002, 0.782, -0.847, -0.781, 0.488, 0.500, 0.152, -0.344, 0.521, -0.199, -0.333, -0.141, -0.104, 0.316, -0.385, 0.204, -0.367, 0.165, -0.332, -1.997, 2.592, -2.221, -2.020, 1.278, -0.966, 2.050, -1.894, -1.876, -2.058, 2.254, -1.899, -1.978, -2.002, 0.504, 0.228, 0.303, 0.593, 0.409, 0.327, 0.508, 0.214, 0.281, 0.309, 0.382, 0.527, 0.252, 0.506, 0.232, 0.366, 0.256, 0.633, 0.315, 0.336, 0.517, 0.295, 0.522, 0.243, 0.111, 0.210, 0.621], "energy_ev": -87037.3872, "total_charge": -2, "e_lumo_ev": 4.121, "homo_energy_ev": -1.821}


[2]
{"formula": "C4H7N3", "method": "ωB97M-V/def2-TZVPD", "species": ["H", "N", "C", "C", "N", "C", "N", "C", "H", "H", "H", "H", "H", "H"], "positions_angstrom": [[-2.7129, -1.7324, -0.6871], [-1.9721, -1.0347, -0.7598], [-1.9883, -0.2706, 0.2550], [-1.0296, 0.8630, 0.3900], [-0.7192, 1.6937, -0.8587], [0.1725, 0.9249, -0.4059], [1.4249, 0.4958, -0.5923], [2.0639, -0.4963, 0.2463], [-2.6970, -0.3864, 1.0886], [-1.0976, 1.4113, 1.3316], [1.8850, 0.7919, -1.4406], [1.4188, -0.6972, 1.1046], [2.2268, -1.4371, -0.2894], [3.0248, -0.1258, 0.6178]], "mulliken_charge": [0.246, -0.574, -0.148, -0.007, -0.680, 0.261, -0.161, -0.736, 0.369, 0.357, 0.239, 0.278, 0.278, 0.278], "energy_ev": -8729.5787, "smiles": "[H]/N=C/[C@@H]1N=C1NC", "e_lumo_ev": 0.923, "homo_energy_ev": -9.032}


[3]
{"formula": "C39H113N12O17V", "method": "ωB97M-V/def2-TZVPD", "species": ["O", "V", "O", "C", "C", "O", "H", "H", "H", "H", "H", "C", "O", "N", "N", "H", "H", "H", "H", "C", "O", "N", "N", "H", "H", "H", "H", "C", "O", "N", "N", "H", "H", "H", "H", "C", "C", "O", "H", "H", "H", "H", "H", "H", "C", "C", "O", "H", "H", "H", "H", "H", "H", "C", "C", "O", "H", "H", "H", "H", "H", "H", "C", "C", "O", "H", "H", "H", "H", "H", "H", "C", "C", "O", "H", "H", "H", "H", "H", "H", "C", "C", "C", "O", "C", "N", "H", "H", "H", "H", "H", "H", "H", "H", "H", "H", "H", "C", "C", "C", "O", "C", "N", "H", "H", "H", "H", "H", "H", "H", "H", "H", "H", "H", "C", "C", "C", "O", "C", "N", "H", "H", "H", "H", "H", "H", "H", "H", "H", "H", "H", "C", "C", "C", "O", "C", "N", "H", "H", "H", "H", "H", "H", "H", "H", "H", "H", "H", "C", "C", "C", "O", "C", "N", "H", "H", "H", "H", "H", "H", "H", "H", "H", "H", "H", "C", "C", "C", "O", "C", "N", "H", "H", "H", "H", "H", "H", "H", "H", "H", "H", "H"], "positions_angstrom": [[-0.1189, 0.3250, -0.8382], [0.4828, 0.7286, 0.6121], [1.4146, -0.3530, 1.2435], [0.4638, 4.5957, 2.5208], [-0.3211, 3.3858, 2.0506], [0.1628, 2.6508, 0.9289], [-0.0733, 4.8909, 3.4384], [0.3100, 5.4268, 1.7838], [1.4732, 4.4353, 2.8949], [-1.3368, 3.7351, 1.7797], [-0.4822, 2.7199, 2.9133], [-2.3650, 0.6020, 1.5949], [-1.1416, 0.2748, 1.7892], [-2.8338, 1.4894, 0.6839], [-3.3247, 0.0725, 2.3536], [-3.8379, 1.6534, 0.6708], [-2.3404, 2.1790, 0.2146], [-3.2261, -0.6524, 3.0316], [-4.2774, 0.3387, 2.2267], [4.9213, 3.6144, 1.7871], [5.2822, 2.4622, 2.0001], [3.8254, 3.9428, 1.0112], [5.4905, 4.7933, 2.2998], [3.5144, 4.8974, 1.2030], [3.2023, 3.3522, 0.4752], [5.2137, 5.6513, 1.7709], [6.2957, 4.7581, 2.8824], [3.2450, 1.1195, -0.9970], [2.2655, 1.8206, -0.5117], [2.9134, 0.4319, -2.1072], [4.5362, 1.0937, -0.6323], [1.9053, 0.3174, -2.2229], [3.5172, -0.3362, -2.3625], [5.1438, 0.4803, -1.1407], [4.8164, 1.5524, 0.2188], [4.5184, -1.7956, 2.2659], [5.0439, -2.7044, 1.2204], [5.8355, -3.7792, 1.5926], [5.2857, -1.4357, 2.9957], [3.7505, -2.2795, 2.9117], [4.0204, -0.9317, 1.8405], [5.7406, -2.1204, 0.6312], [4.2376, -3.0538, 0.5519], [5.3401, -4.4588, 2.0197], [-4.7607, -2.9636, 1.0677], [-3.2683, -2.8631, 1.3409], [-3.0972, -2.7879, 2.7342], [-5.2600, -2.0896, 1.4840], [-5.1880, -3.8319, 1.6051], [-5.0037, -3.0441, 0.0180], [-2.8570, -1.9691, 0.8749], [-2.7224, -3.7037, 0.9375], [-2.4985, -3.4712, 3.0640], [4.1701, -3.1284, -2.4658], [5.5103, -2.3868, -2.6531], [5.2110, -0.9613, -2.9947], [4.2433, -4.1775, -2.2447], [3.5758, -3.1166, -3.3747], [3.5185, -2.6592, -1.7164], [6.0767, -2.8932, -3.4175], [6.0481, -2.3024, -1.7136], [5.4987, -0.7713, -3.8982], [1.2548, 5.1077, -3.1318], [1.3774, 4.3545, -1.8190], [0.1395, 4.3781, -1.0932], [2.2553, 5.1974, -3.6895], [0.8085, 6.0831, -2.9217], [0.5092, 4.6082, -3.7861], [2.1436, 4.7927, -1.1748], [1.6865, 3.3341, -2.0745], [0.2664, 3.7632, -0.3051], [1.5559, -3.9051, 0.8316], [0.1002, -4.2722, 0.5673], [-0.0722, -5.6402, 0.3371], [1.7677, -4.2909, 1.8259], [1.7316, -2.8128, 0.7936], [2.1912, -4.3643, 0.0610], [-0.3773, -3.7439, -0.2742], [-0.5172, -4.0473, 1.4393], [0.2874, -5.8480, -0.5114], [0.0002, -2.6138, 4.6004], [-0.8757, -3.6232, 5.3002], [-1.7944, -2.8420, 6.3282], [-2.7798, -3.5877, 6.9099], [-4.1013, -3.4180, 6.4834], [-1.7092, -4.4139, 4.3902], [0.7115, -3.0134, 3.9234], [0.5188, -2.1077, 5.4137], [-0.6383, -1.9204, 3.9894], [-0.2416, -4.2439, 5.9223], [-2.1106, -1.9226, 5.8363], [-1.1524, -2.4568, 7.1167], [-4.6684, -2.8123, 7.2154], [-4.5896, -4.3915, 6.3957], [-4.1081, -3.0039, 5.4658], [-2.2531, -4.9746, 5.0458], [-1.1747, -5.1412, 3.9304], [-2.5769, 6.7209, -0.6404], [-3.6694, 5.7523, -1.0759], [-3.7129, 5.3907, -2.5632], [-3.8653, 6.5673, -3.3787], [-3.9853, 6.3221, -4.7742], [-3.5542, 4.4729, -0.4286], [-2.4713, 7.7480, -1.0417], [-1.5859, 6.2933, -0.7651], [-2.8263, 6.7612, 0.4752], [-4.6470, 6.2503, -0.7787], [-4.5540, 4.7000, -2.7709], [-2.7129, 4.8946, -2.8003], [-3.9588, 7.3007, -5.1939], [-5.0146, 5.9141, -4.9109], [-3.2433, 5.6322, -5.1795], [-3.5385, 4.6255, 0.5983], [-2.6443, 4.1321, -0.7234], [-6.9610, -0.3301, -0.9802], [-5.6757, 0.3341, -0.5427], [-4.9391, 0.9128, -1.7335], [-4.6840, -0.0559, -2.7401], [-3.7472, -1.0843, -2.4037], [-5.7911, 1.4184, 0.4725], [-7.3813, -0.8432, -0.0930], [-6.8582, -1.0489, -1.7663], [-7.7102, 0.3975, -1.3803], [-5.0251, -0.4422, -0.0606], [-4.0827, 1.4122, -1.3250], [-5.5678, 1.6894, -2.2043], [-2.7311, -0.7845, -2.0345], [-3.6434, -1.6450, -3.3301], [-4.1202, -1.8107, -1.6747], [-6.0033, 2.2734, -0.0431], [-6.5731, 1.3084, 1.0950], [-0.4383, -6.8058, -3.0533], [0.6706, -6.1428, -3.9046], [1.1321, -4.8266, -3.3349], [0.0486, -3.8496, -3.2903], [0.4473, -2.5306, -2.9472], [1.9339, -6.9638, -3.8411], [0.0581, -7.3001, -2.2334], [-0.9955, -7.4736, -3.6611], [-1.1581, -6.1106, -2.5832], [0.4832, -5.9089, -4.9610], [1.9436, -4.4791, -3.9839], [1.6842, -4.8406, -2.4033], [0.9057, -2.4481, -1.9663], [-0.4656, -1.8454, -2.8895], [1.0834, -2.1517, -3.7436], [2.5458, -6.6395, -4.5891], [1.6717, -7.9110, -4.0996], [3.5345, 0.4870, 5.0071], [2.1374, 0.7600, 4.3737], [0.9748, 1.1769, 5.2461], [0.9955, 0.3933, 6.4650], [-0.1203, 0.6941, 7.2411], [2.2795, 1.7407, 3.2740], [4.2403, 0.5298, 4.1798], [3.5877, -0.5038, 5.4717], [3.8279, 1.1743, 5.7644], [1.8779, -0.2031, 3.9312], [0.0483, 1.0333, 4.6625], [1.0324, 2.2469, 5.5680], [-0.1503, 1.8095, 7.3915], [-0.1008, 0.0798, 8.1410], [-1.0613, 0.3861, 6.7150], [2.8311, 2.5015, 3.6172], [2.8395, 1.2484, 2.5142], [3.2083, 0.0506, -5.5664], [2.1310, 0.6507, -6.4894], [1.1576, 1.4741, -5.6635], [0.2836, 0.6872, -4.9132], [-0.6482, 1.4520, -4.1275], [2.7365, 1.5027, -7.4879], [3.8321, -0.7696, -5.9501], [2.7088, -0.3501, -4.6768], [3.8363, 0.8255, -5.1064], [1.6349, -0.1840, -7.0135], [0.5331, 2.0854, -6.3645], [1.6886, 2.1710, -4.9559], [-1.1531, 0.7543, -3.4923], [-1.2679, 1.9235, -4.8633], [-0.1378, 2.1672, -3.4765], [3.3840, 2.0372, -6.9604], [1.9749, 2.0384, -7.8609]], "mulliken_charge": [-0.836, 0.014, -0.563, -1.417, -0.391, 2.333, 0.477, 0.222, 0.052, 0.306, 0.041, -0.506, 0.414, 0.370, -0.046, 0.258, -0.427, -0.039, 0.179, 0.662, -0.622, 0.015, -0.493, 0.329, -0.654, 0.185, 0.226, 0.117, 0.459, 0.253, -0.180, -0.260, -0.286, 0.140, 0.009, -0.403, 0.280, -0.616, 0.404, 0.176, -0.171, 0.201, -0.222, 0.336, -1.581, 0.944, -0.275, 0.229, 0.436, 0.392, -0.380, 0.378, 0.087, -0.350, -0.540, -0.539, 0.630, 0.219, -0.252, 0.461, 0.186, 0.237, -1.536, 1.116, -0.052, 0.291, 0.471, 0.208, 0.040, -0.555, -0.377, -0.046, 0.620, -0.724, 0.283, -0.408, 0.381, 0.081, -0.466, 0.210, -0.833, 0.145, -0.850, -0.445, -0.432, -0.589, 0.187, 0.415, -0.003, 0.498, 0.241, 0.434, 0.289, 0.279, 0.047, 0.254, 0.259, -0.930, 0.113, -0.219, -0.386, -0.694, -0.208, 0.326, 0.065, 0.306, 0.369, 0.289, 0.034, 0.270, 0.291, 0.244, 0.243, -0.141, -1.743, 2.243, -0.664, -0.494, 0.003, -0.634, 0.438, 0.335, 0.362, -1.133, 0.209, 0.398, -0.021, 0.379, -0.179, 0.231, 0.258, -1.595, 0.606, -0.440, -0.387, 0.260, -0.758, 0.481, 0.385, 0.273, 0.398, 0.241, 0.118, -0.160, -0.251, 0.334, 0.234, 0.236, -1.562, 1.223, -0.464, -0.399, -0.638, 0.353, 0.340, 0.340, 0.420, -0.631, 0.153, 0.480, 0.300, 0.294, 0.175, 0.246, -0.635, -1.105, 0.473, -0.474, -0.331, -0.155, -0.728, 0.351, -0.027, 0.390, 0.331, 0.345, 0.030, -0.234, 0.586, -0.014, 0.300, 0.293], "energy_ev": -120652.0586, "e_lumo_ev": 0.455, "homo_energy_ev": -8.771}


[4]
{"formula": "C14H42O7", "method": "ωB97M-V/def2-TZVPD", "species": ["C", "C", "O", "H", "H", "H", "H", "H", "H", "C", "C", "O", "H", "H", "H", "H", "H", "H", "C", "C", "O", "H", "H", "H", "H", "H", "H", "C", "C", "O", "H", "H", "H", "H", "H", "H", "C", "C", "O", "H", "H", "H", "H", "H", "H", "C", "C", "O", "H", "H", "H", "H", "H", "H", "C", "C", "O", "H", "H", "H", "H", "H", "H"], "positions_angstrom": [[-0.4492, -2.9674, 5.0202], [-0.5710, -1.4612, 5.0528], [-0.8327, -0.8841, 3.7728], [-0.1913, -3.3782, 5.9951], [0.3365, -3.2633, 4.3138], [-1.3692, -3.4303, 4.6567], [0.3398, -0.9908, 5.4345], [-1.4093, -1.1760, 5.6878], [-0.1413, -1.1564, 3.1633], [-0.2917, -3.7979, 1.1874], [0.4360, -2.4762, 1.0009], [1.4719, -2.3737, 2.0058], [-0.8820, -4.0400, 0.2987], [-1.0068, -3.7102, 2.0064], [0.3893, -4.6188, 1.3987], [-0.2599, -1.6626, 1.1982], [0.8685, -2.3588, 0.0090], [2.2833, -2.6868, 1.5980], [1.8866, 5.2595, -1.7079], [1.9479, 4.7409, -3.1393], [2.5726, 3.4504, -3.1368], [1.6312, 4.4350, -1.0450], [1.1348, 6.0466, -1.6330], [2.8388, 5.7035, -1.4240], [2.5387, 5.4326, -3.7456], [0.9468, 4.6667, -3.5704], [3.1805, 3.4121, -3.8786], [-3.8627, 2.6589, -4.3000], [-3.3931, 1.2904, -3.8636], [-3.6381, 1.1620, -2.4656], [-4.9518, 2.7163, -4.3396], [-3.5181, 2.8632, -5.3167], [-3.4764, 3.4270, -3.6331], [-2.3209, 1.1744, -4.0646], [-3.9104, 0.4976, -4.4165], [-3.2309, 0.3443, -2.1584], [0.9966, 1.1311, 0.2400], [-0.0486, 0.9998, -0.8589], [0.4810, 1.1713, -2.1644], [0.7495, 0.4713, 1.0727], [1.1583, 2.1632, 0.5360], [1.9483, 0.7311, -0.1325], [-0.8024, 1.7759, -0.6769], [-0.5242, 0.0228, -0.8263], [0.9479, 2.0148, -2.1844], [-1.4261, -3.1678, -2.4855], [-2.9416, -3.2407, -2.6770], [-3.5675, -2.0558, -2.2204], [-0.9549, -4.1472, -2.5174], [-1.2240, -2.7070, -1.5102], [-0.9709, -2.4484, -3.1685], [-3.3386, -4.1307, -2.1792], [-3.1724, -3.3673, -3.7382], [-4.0480, -2.2316, -1.4088], [3.9215, 1.3943, 3.4091], [3.5767, -0.0680, 3.4531], [2.2040, -0.2083, 3.7749], [3.8348, 1.8312, 4.4047], [3.2338, 1.8944, 2.7310], [4.9552, 1.5165, 3.0834], [4.2259, -0.6146, 4.1498], [3.7790, -0.5047, 2.4611], [1.9102, -1.0742, 3.4715]], "mulliken_charge": [-0.884, -0.158, -0.545, 0.376, 0.163, 0.244, 0.243, 0.351, 0.066, -1.003, -0.380, -0.391, 0.266, 0.203, 0.337, 0.165, 0.630, 0.228, -0.740, -0.256, -0.527, 0.039, 0.325, 0.292, 0.395, 0.228, 0.288, -1.230, 0.068, -0.538, 0.301, 0.361, 0.306, 0.221, 0.249, 0.252, -0.772, -0.003, -0.535, 0.140, 0.443, 0.273, 0.250, 0.007, 0.228, -0.629, -0.371, -0.437, 0.384, -0.158, 0.360, 0.338, 0.244, 0.265, -1.120, -0.141, -0.424, 0.290, 0.216, 0.374, 0.345, 0.207, 0.281], "energy_ev": -29529.6652, "smiles": "CCO.CCO.CCO.CCO.CCO.CCO.CCO", "e_lumo_ev": 0.477, "homo_energy_ev": -9.623}